Below is 5 unconnected molecules or ions with the total composition C12H17N3O6, with properties calculated with wB97M-V/def2-TZVPD.

- Maximum force: 1.07 eV/Å
- Structure (SMILES): O=C1OCCO1.O=C1OCCO1.CC#N.CC#N.CC#N
- LUMO: 0.474 eV
- HOMO level: -10.829 eV
- Energy relative to the best compared isomer or geometry (same formula, charge and spin): 76.9 kcal per mole

Last column: Mulliken charge in e.
CARTESIAN COORDINATES (ANGSTROEM)
1 O -2.0863 -5.7571 3.1370  -0.361
2 O 0.4813 3.9013 -2.6229  -0.313
3 O -0.4534 -6.0377 1.6603  -0.345
4 O 1.2259 3.0327 -4.5167  -0.352
5 O 1.2162 1.7810 -2.6590  -0.513
6 O -0.3738 -7.1414 3.6186  -0.513
7 N 3.1101 4.3466 0.5093  -0.426
8 N -1.2102 -1.7560 1.4910  -0.391
9 N -0.7976 1.6123 1.6814  -0.408
10 C 0.5778 5.0343 -3.4858  -0.245
11 C -0.9224 -6.3980 2.8756  0.633
12 C -2.3155 -4.7542 2.1478  -0.115
13 C 3.3233 1.7724 0.1587  -0.480
14 C -1.5584 1.0804 2.3613  0.424
15 C 3.1844 3.2127 0.3534  0.371
16 C 1.1074 4.4333 -4.8100  -0.255
17 C 0.3481 -0.7261 -0.3206  -0.597
18 C -2.5617 0.4865 3.2390  -0.891
19 C 1.0356 2.8194 -3.2090  0.634
20 C -0.5242 -1.3118 0.6819  0.302
21 C -1.4115 -5.2153 0.9993  -0.109
22 H 4.3027 1.5813 -0.2853  0.324
23 H -2.0239 -5.7012 0.2385  0.247
24 H -2.8004 1.2807 3.9508  0.339
25 H -0.8388 -4.4127 0.5430  0.111
26 H 1.2635 5.7408 -3.0239  0.253
27 H -0.1864 -0.3437 -1.1903  0.302
28 H -3.4274 0.1855 2.6601  0.269
29 H -2.0785 -3.7651 2.5281  0.149
30 H 0.8921 0.1179 0.0907  -0.032
31 H -3.3548 -4.7598 1.8251  0.310
32 H 0.4415 4.5929 -5.6481  0.280
33 H 2.1214 4.7889 -4.9820  0.242
34 H 2.6250 1.3923 -0.5847  -0.018
35 H 3.2409 1.2702 1.1186  0.274
36 H 0.9721 -1.5359 -0.7019  0.382
37 H -2.1508 -0.3531 3.7903  0.272
38 H -0.3933 5.5059 -3.6197  0.244

Below is a molecular structure, C12H17N3PS2Tl, with properties calculated with wB97M-V/def2-TZVPD.

- Maximum force: 0.22 eV/Å
- LUMO: -0.302 eV
- HOMO level: -6.091 eV
- Energy relative to the best compared isomer or geometry (same formula, charge and spin): 21.5 kcal per mole

Last column: Mulliken charge in e.
CARTESIAN COORDINATES (ANGSTROEM)
1 Tl -0.6640 -0.8493 0.5065  0.427
2 S 2.0356 -1.0824 0.3541  -0.465
3 S 0.2280 1.7439 1.0213  -0.576
4 P 0.2132 0.5016 -2.3447  0.079
5 N 2.0277 2.6338 -2.6040  0.068
6 N 0.8947 1.9773 -4.6464  0.095
7 N -0.3232 3.1881 -2.9220  0.100
8 C 0.5178 0.6216 -4.1881  -0.853
9 C 1.9690 1.9487 3.1130  -0.710
10 C 3.6362 0.3632 3.7730  -0.480
11 C -0.8804 2.0040 -2.2451  -0.583
12 C 1.8023 1.3277 -1.8783  -0.670
13 C 2.3048 -0.0315 1.7666  0.423
14 C 2.9732 1.5640 3.9863  -0.500
15 C -0.1473 2.9617 -4.3510  -0.886
16 C 1.5996 1.1674 2.0097  0.392
17 C 2.1367 2.4216 -4.1069  -0.782
18 C 0.8891 3.6242 -2.3167  -0.816
19 C 3.3007 -0.4123 2.6760  -0.669
20 H 2.8956 3.0374 -2.2523  0.338
21 H -0.3746 0.3108 -4.7330  0.411
22 H -1.0391 2.2339 -1.1940  0.382
23 H 2.4191 3.3802 -4.5417  0.353
24 H -1.8486 1.7663 -2.6888  0.434
25 H -1.0884 2.6076 -4.7670  0.376
26 H 0.1171 3.9053 -4.8328  0.303
27 H 4.4030 0.0266 4.4602  0.349
28 H 2.6402 0.6626 -2.0799  0.438
29 H 2.9262 1.6900 -4.2679  0.378
30 H 1.2083 4.5813 -2.7295  0.323
31 H 3.8185 -1.3462 2.4952  0.364
32 H 0.7957 3.6724 -1.2317  0.476
33 H 1.7600 1.5273 -0.8094  0.368
34 H 1.3157 -0.0751 -4.4519  0.425
35 H 3.2255 2.1917 4.8323  0.348
36 H 1.4331 2.8749 3.2792  0.339

Below is a single C12H17N5 molecule, with properties calculated with wB97M-V/def2-TZVPD.

- Maximum force: 5.54 eV/Å
- Structure (SMILES): Cc1cccc(/N=C2/N=C(N)NC(C)(C)N2)c1
- LUMO: 0.367 eV
- HOMO level: -7.364 eV
- Energy relative to the best compared isomer or geometry (same formula, charge and spin): 34.6 kcal per mole

Last column: Mulliken charge in e.
CARTESIAN COORDINATES (ANGSTROEM)
1 N 1.6063 0.8823 -0.2352  -0.784
2 N 1.0646 0.7768 -2.4809  -0.669
3 N -0.4807 0.0251 -0.9048  -0.055
4 N -1.0511 0.0563 -3.1644  -0.259
5 N 0.3129 0.9366 -4.6166  -0.349
6 C -0.1976 1.1951 3.0235  -0.692
7 C 0.7387 0.5144 -1.2176  0.284
8 C 2.6695 -0.9417 4.3844  -1.364
9 C -1.3791 -1.8993 -1.7008  -1.686
10 C 0.1010 1.2793 1.6431  -0.152
11 C 1.8558 -0.0655 3.4926  0.843
12 C -2.9152 0.0057 -1.5375  -1.670
13 C 0.7876 0.6337 3.9070  -0.665
14 C 2.1343 0.0073 2.1110  -0.513
15 C 0.1644 0.6086 -3.3960  0.523
16 C -1.4514 -0.4161 -1.8451  0.767
17 C 1.2959 0.6541 1.1878  0.317
18 H 3.0525 -0.4255 1.7133  0.352
19 H -3.6654 -0.2652 -2.3346  0.354
20 H -3.2925 -0.2859 -0.5662  0.351
21 H -1.7159 -0.0302 -3.9349  0.316
22 H -0.6190 1.7993 0.9603  0.325
23 H -0.5503 1.2500 -5.0370  0.198
24 H -1.8192 -2.3209 -0.7710  0.413
25 H 0.5164 0.4812 4.9264  0.309
26 H 2.0239 -1.0489 5.2656  0.353
27 H 1.1737 1.3440 -4.8724  0.293
28 H -0.5275 -0.4746 -0.0073  0.450
29 H -0.3623 -2.2898 -1.8540  0.382
30 H -1.9779 -2.2440 -2.5326  0.445
31 H 3.6625 -0.4787 4.5616  0.266
32 H -2.8700 1.0658 -1.5709  0.472
33 H -1.1074 1.5854 3.3623  0.460
34 H 2.8224 -1.9148 4.0412  0.385